Record 1
Below is a cluster of 2 separate species, C9H14 in total in a non-equilibrium geometry, with properties calculated with ωB97M-V/def2-TZVPD.

Positions of all 23 atoms, in Å:
C: 3.03076 0.49572 -0.10774
C: -1.23456 0.64020 0.15983
C: -1.78127 -0.62439 0.30364
C: 3.38588 0.71399 1.36192
C: -1.67850 -1.39854 1.58124
C: -1.47703 0.53705 -2.18312
C: -1.18791 1.30999 -1.06208
C: -2.45861 -1.17148 -0.79447
C: -2.32831 -0.54847 -2.03182
H: 1.96308 0.51732 -0.32645
H: 3.11277 -0.14678 1.96426
H: 3.53353 -0.39866 -0.47415
H: -1.59203 -2.47170 1.40770
H: -2.69658 -1.03050 -2.92882
H: -2.40733 -1.25014 2.38397
H: -0.75100 -1.11654 2.08704
H: -3.19611 -1.95573 -0.67220
H: 2.76207 1.52058 1.74540
H: 4.46766 0.75124 1.46723
H: -0.96679 1.14944 1.08283
H: -1.09390 0.83747 -3.15257
H: -0.80431 2.31857 -1.09360
H: 3.39849 1.32137 -0.71803

Calculated values
**ΔE to the lowest compared entry with this formula, charge and spin**: 0.868 eV
**SMILES**: Cc1ccccc1.CC
**HOMO energy**: -0.3265 Ha

Record 2
Below is a structure of composition C40H54BF3N8Pt, with properties calculated with ωB97M-V/def2-TZVPD.

Positions of all 107 atoms, in Å:
Pt: -1.10705 -0.64973 -0.66697
F: -3.05487 -2.93954 -0.73917
F: -1.14276 -3.54772 -1.50312
F: -1.41933 -3.26357 0.62927
N: 1.54076 -1.18364 1.38919
N: 1.57469 0.74285 -0.21087
N: -0.01678 0.81401 1.81833
N: 1.06887 -1.96799 0.47193
N: 0.71139 0.38225 -1.22783
N: -1.15048 0.22396 1.33311
N: -2.63983 -0.93454 -2.72367
N: -2.12597 1.28261 -1.20472
C: -3.42645 0.14980 -2.88597
C: -1.73864 -2.77184 -0.58212
C: -1.74800 2.39295 -0.59243
C: -5.23247 1.40272 -3.98855
C: -1.69285 1.45267 3.09546
C: -4.41663 1.50881 1.47875
C: 2.35080 -1.88749 2.28758
C: -3.87553 -2.03323 -4.45358
C: 0.29251 -0.76736 -4.23165
C: 1.61007 -4.32596 -0.35281
C: -2.17379 0.60311 2.10257
C: -4.68566 -0.94159 -4.61462
C: -0.34030 1.59378 2.88577
C: -2.37834 3.61896 -0.80778
C: -0.16197 1.72917 -4.20573
C: 3.87930 2.90251 0.92315
C: 0.80574 0.60977 -3.80982
C: 1.74120 2.09336 4.36559
C: -4.46367 0.20106 -3.82712
C: 0.83491 3.77023 2.67552
C: 2.66473 1.34389 -0.74589
C: 0.51466 2.60085 3.61260
C: -3.84927 2.50951 -2.34390
C: 2.88922 -1.33273 3.54606
C: 1.69920 -3.24546 0.65645
C: 1.93572 -1.75815 4.68324
C: 2.02716 -3.77425 -1.72482
C: -4.93289 2.51172 -3.28562
C: 1.27213 0.76448 -2.38596
C: 2.48178 1.39100 -2.10765
C: -3.44812 3.67048 -1.66222
C: 2.46530 -5.52427 0.04336
C: 4.31120 -1.83657 3.81699
C: -3.90487 -0.90633 1.02301
C: -3.13335 1.32774 -2.10774
C: 3.95121 1.74162 -0.06513
C: 4.67041 0.52723 0.52752
C: -3.62960 0.27377 1.93222
C: 2.43708 -3.19137 1.80645
C: -2.85898 -1.98391 -3.49366
B: 1.34195 0.40956 1.26355
H: -6.04225 1.40362 -4.70473
H: 2.28851 -1.32287 5.61756
H: 2.15736 -5.94665 0.99908
H: 5.68570 0.79872 0.81289
H: -2.27507 1.93803 3.85919
H: 4.89249 3.22036 1.16590
H: -0.16829 2.97847 4.37951
H: -2.02490 4.49588 -0.28594
H: 3.52088 -5.25713 0.09869
H: 2.05603 2.85547 5.07761
H: 0.22849 2.71110 -3.94048
H: 1.92658 -2.84173 4.79195
H: 3.01677 -3.98532 2.24003
H: 1.55693 4.44407 3.13454
H: 2.18657 0.92362 1.90245
H: 1.72966 0.78004 -4.36873
H: -0.78930 -0.77766 -4.28637
H: 0.56901 -4.64848 -0.40185
H: 4.97369 -1.66754 2.97013
H: -3.98015 4.59715 -1.83094
H: 2.58855 1.90516 3.71090
H: -0.33036 1.71063 -5.28184
H: -0.06491 4.34257 2.45178
H: 1.51793 1.18820 4.92951
H: 0.91522 -1.41739 4.50719
H: 2.87966 -0.24768 3.48791
H: -0.91777 2.31282 0.09546
H: 4.72741 -0.29499 -0.18674
H: 3.16977 1.78924 -2.83238
H: 4.16345 0.17595 1.42365
H: 3.10360 -3.60230 -1.74783
H: -4.21017 1.73432 0.43027
H: -3.97057 0.01577 2.94049
H: 3.35472 3.76057 0.50284
H: 4.31062 -2.90024 4.05183
H: -5.49213 3.42647 -3.42531
H: -4.97788 -1.05665 0.90607
H: -3.52204 -0.71804 0.01042
H: 4.71649 -1.30911 4.67875
H: 0.66675 -1.00844 -5.22515
H: 3.39262 2.62491 1.85462
H: -5.48430 1.31742 1.57195
H: -1.12766 1.59896 -3.71659
H: 1.52583 -2.83646 -1.96282
H: -5.48289 -0.94062 -5.34647
H: 4.55956 2.09126 -0.90486
H: -4.17790 2.39097 2.07068
H: -4.00195 -2.92410 -5.04990
H: 0.61450 -1.56375 -3.55927
H: -2.20218 -2.83115 -3.36195
H: 1.78187 -4.49828 -2.50040
H: -3.47540 -1.82972 1.40552
H: 2.36136 -6.30543 -0.70728
H: 1.25600 3.42076 1.73186

Calculated values
**<S²>**: 6.0167
**HOMO energy (alpha / beta)**: -0.5049 / -0.5161 Ha
**Net charge**: +2
**Spin multiplicity**: 5

Record 3
Below is the molecule C3H3NOS3 in a non-equilibrium geometry, with properties calculated with ωB97M-V/def2-TZVPD.

Positions of all 11 atoms, in Å:
S: -1.54083 1.62345 1.37729
S: -0.57743 -1.96538 1.74637
S: 1.38937 -0.72653 -2.32481
O: -1.06220 0.91170 -1.59381
N: -0.47988 0.16339 -0.60765
C: 0.54533 -0.50818 -0.88838
C: 0.09882 -0.40981 1.75611
C: -0.60384 0.56137 0.72294
H: 1.10352 0.19188 2.30102
H: -0.10693 1.02875 -2.32035
H: 1.23408 -0.87063 -0.16873

Calculated values
**ΔE to the lowest compared entry with this formula, charge and spin**: 5.196 eV
**SMILES**: ON(C=S)C(=S)C=S
**HOMO energy**: -0.3397 Ha

Record 4
Below is a structure of composition CH6O2 in a non-equilibrium geometry, with properties calculated with ωB97M-V/def2-TZVPD.

Positions of all 9 atoms, in Å:
O: 0.94921 -1.96016 -1.78446
O: 0.51645 1.07184 1.07928
C: -0.83895 1.10360 1.22945
H: 0.88785 0.55504 0.23581
H: 1.79574 -2.50423 -1.88055
H: -1.30861 2.35677 1.30548
H: -1.49126 0.27497 0.15652
H: -1.10120 0.59462 2.45473
H: 0.59077 -1.49245 -2.79627

Calculated values
**ΔE to the lowest compared entry with this formula, charge and spin**: 4.147 eV
**HOMO energy**: -0.3577 Ha

Total energy per entry: -9559.3131, -66339.5665, -39197.2461, -5224.7435 eV